1.
C4H6CrO3 | ωB97M-V with the def2-TZVPD basis set

Geometry as XYZ:
```
14
Properties=species:S:1:pos:R:3:forces:R:3
C -2.218 0.415 0.319 0.4396 -0.4074 0.0708
H -1.489 -0.517 1.233 1.0578 0.3020 -2.0411
Cr 4.703 0.846 -0.411 0.8605 0.5568 0.1162
O 1.150 1.106 -0.122 4.6829 0.4574 -2.5791
O 3.102 0.082 -0.595 2.6619 -0.8473 -1.0434
H -2.911 -0.396 0.059 0.1103 0.0672 0.5111
C 0.039 -1.092 -0.427 -2.2227 2.3760 1.2654
H 0.126 0.066 1.486 0.2110 1.2480 -0.6477
H -2.102 0.997 -0.604 0.7126 -0.2252 0.3797
H -2.519 1.097 1.122 0.1257 -0.5321 0.0240
C -0.310 -0.099 0.503 -4.6303 -3.7257 1.8764
H -0.610 -1.873 -0.827 0.1293 0.3897 -0.1008
C 1.884 0.269 -0.663 -7.0068 0.8411 3.0433
O 1.157 -0.901 -1.074 2.8682 -0.5005 -0.8750
```
Positions in Å, forces in eV/Å.

As for the energy above the lowest of the compared OMol25 structures with the same formula, charge and spin: 349.1 kJ/mol. The net charge is +2. For the total energy, the calculation gives -38783.795 eV. As for the spin multiplicity: 5. The HOMO-LUMO gap (alpha / beta) comes out at 4.350 / 5.358 eV.

---

2.
C4H6CuO2 | ωB97M-V with the def2-TZVPD basis set

Geometry as XYZ:
```
13
Properties=species:S:1:pos:R:3:forces:R:3
C -1.448 -2.019 1.405 0.1420 0.5576 -0.2598
Cu -1.309 -0.284 -0.950 1.8436 -0.1925 1.3931
H 0.528 -2.440 1.928 -0.0493 0.3233 -0.1814
H 2.528 -1.424 0.965 -0.7064 0.6856 0.2942
O 2.595 -0.211 -0.658 0.0455 0.1918 0.0627
H 2.137 -0.589 -1.419 -0.1952 0.2671 0.2208
C 0.529 -0.720 0.497 -0.6676 -0.6620 -0.6304
C 1.886 -0.675 0.469 0.0200 -0.8638 -0.7017
H -0.149 -0.971 2.579 0.1063 0.0008 -0.0411
O -2.134 -1.714 0.439 -0.4947 -0.5792 0.3556
C -0.055 -1.541 1.625 -0.0303 0.2556 -0.2809
H -1.901 -2.633 2.212 0.0193 0.0196 -0.1675
H 2.832 0.466 2.022 -0.0333 -0.0038 -0.0635
```
Positions in Å, forces in eV/Å.

As for the energy above the lowest of the compared OMol25 structures with the same formula, charge and spin: 303.6 kJ/mol. The net charge is -1. For the total energy, the calculation gives -52973.505 eV. As for the spin multiplicity: 1. The HOMO-LUMO gap (alpha / beta) comes out at 3.801 / 3.113 eV.

---

3.
C4H6DyO2 | ωB97M-V with the def2-TZVPD basis set

Geometry as XYZ:
```
13
Properties=species:S:1:pos:R:3:forces:R:3
Dy -1.166 -4.269 2.258 -1.1096 1.8921 -0.5657
C 0.935 0.526 3.651 -0.2462 0.5121 0.4657
H -3.317 -1.301 0.779 0.0287 -0.3060 0.1532
C -3.206 -1.980 1.656 -0.3757 0.9924 0.0936
C -2.243 -1.322 2.628 0.6090 -0.3241 0.0067
H -4.210 -1.966 2.141 0.2662 -0.1414 -0.1847
C -1.024 -1.838 2.923 0.0419 0.0062 1.9249
H 2.597 1.350 2.998 -0.7385 -2.2753 1.1804
O 2.220 0.501 3.493 1.2233 2.4145 -1.4771
H -2.629 -0.389 3.076 0.1145 -0.2106 -0.0845
H 0.551 1.482 3.193 0.0239 -0.3426 0.0009
H -0.484 -1.278 3.809 -0.9536 -1.0225 -2.0534
O -2.840 -3.257 1.274 1.1160 -1.1947 0.5400
```
Positions in Å, forces in eV/Å.

As for the energy above the lowest of the compared OMol25 structures with the same formula, charge and spin: 240.3 kJ/mol. For the total energy, the calculation gives -32416.716 eV. As for the spin multiplicity: 7. The HOMO-LUMO gap (alpha / beta) comes out at 6.527 / 5.976 eV.

---

4.
C4H6DyO3 | ωB97M-V with the def2-TZVPD basis set

Geometry as XYZ:
```
14
Properties=species:S:1:pos:R:3:forces:R:3
C -1.952 2.927 1.096 0.2805 1.7212 -1.6935
O -0.172 -1.058 -1.435 -2.2398 2.2087 0.0778
H 3.360 -1.975 -0.089 -0.2031 -0.2154 -0.0429
H 3.051 -3.670 -0.598 -0.1851 0.2813 0.0825
Dy -0.874 0.859 -0.166 2.9996 -3.6029 -0.8205
C -3.129 3.047 0.504 -0.7022 -1.4575 0.0340
H -3.896 2.264 0.561 -0.2446 0.4613 0.2386
O 1.090 -0.629 0.306 -1.4917 2.0353 0.7957
O 1.550 -2.386 -1.031 -1.6294 1.3241 -0.1286
H -3.361 3.901 -0.151 0.1707 -0.1124 0.0805
H 2.216 -3.000 0.844 0.0779 0.0458 -0.2861
H -1.316 3.843 1.014 0.4537 -0.7883 1.1467
C 2.611 -2.774 -0.153 0.9836 -0.2937 0.7120
C 0.820 -1.349 -0.700 1.7299 -1.6075 -0.1962
```
Positions in Å, forces in eV/Å.

As for the energy above the lowest of the compared OMol25 structures with the same formula, charge and spin: 0.0 kJ/mol. The net charge is +2. For the total energy, the calculation gives -34449.413 eV. As for the spin multiplicity: 7. The HOMO-LUMO gap (alpha / beta) comes out at 7.339 / 5.821 eV.

---

Among the records above, which one has the highest energy above the lowest of the compared OMol25 structures with the same formula, charge and spin? C4H6CrO3